--- 1 ---
23
Properties=species:S:1:pos:R:3 method="wB97M-V/def2-TZVPD" multiplicity=2 homo_ev="-13.17 / -13.12" charge=+1
C 1.3922 0.8864 -0.1706
N 0.8606 0.7318 -1.5290
C -0.0807 -0.2257 -1.9680
C -1.5609 0.1270 -1.3953
S -2.7453 -0.8970 -2.3019
C 0.4824 1.6593 0.8156
C 0.9467 1.5571 2.2619
H 1.6310 -0.1130 0.1740
H 2.3022 1.4714 -0.2988
H 0.7120 1.6629 -1.9215
H 0.1024 -1.2525 -1.6654
H -0.2003 -0.0554 -3.0436
H -1.6399 -0.3409 -0.4066
H -1.6936 1.2004 -1.3171
H -1.9208 -1.7069 -2.9806
H -0.5844 1.4975 0.6271
H 0.4286 2.6423 0.3110
H 0.4028 2.2408 2.9238
H 0.5490 0.6548 2.7134
H 1.9996 1.8227 2.2006
H 3.0025 -2.9701 4.7273
H 3.5049 -2.1461 6.0080
O 2.7858 -2.3189 5.3986

=====

--- 2 ---
23
Properties=species:S:1:pos:R:3 method="wB97M-V/def2-TZVPD" multiplicity=2 homo_ev="-13.10 / -13.03" charge=+1
C 0.2388 1.6996 0.9453
N -0.7933 0.6724 0.6945
C -1.3041 0.5835 -0.6805
C -0.7786 -0.6555 -1.4783
S -1.2626 -2.2230 -0.8350
C 0.7777 1.6112 2.4031
C 1.6134 0.3399 2.5025
H 1.0050 1.5681 0.1427
H -0.1191 2.7534 0.8856
H -0.6525 -0.1161 1.3474
H -0.9754 1.4263 -1.2513
H -2.4026 0.6221 -0.6452
H -1.0605 -0.3873 -2.5091
H 0.3342 -0.6199 -1.4320
H -2.5431 -2.0743 -0.6289
H -0.0295 1.6181 3.1492
H 1.4111 2.5037 2.5737
H 2.1236 0.2650 3.4885
H 0.9843 -0.5363 2.4870
H 2.4237 0.2441 1.7766
H 2.8545 -0.3881 -2.3702
H 2.5226 0.9021 -1.7003
O 2.1144 0.2188 -2.2473

=====

Stability, highest: 2